Record 1
This record from the Open Molecules 2025 dataset describes a molecular structure, C32H50ClO3PTi at a distorted geometry. The level of theory is wB97M-V/def2-TZVPD.

Last column: Löwdin charge in e.
Atoms and positions in Å:
Ti  -0.58  -0.76  0.15  0.532
P  1.91  -0.53  -0.66  1.126
Cl  -0.73  -3.28  -0.08  0.055
C  -0.12  -0.83  1.98  -0.296
H  -1.02  -1.30  2.56  0.006
H  0.21  0.12  2.66  0.016
C  2.03  -0.99  -2.49  -0.411
C  3.02  -1.63  0.38  -0.412
C  1.51  -2.41  -2.77  -0.214
H  1.31  -0.27  -2.92  0.115
C  1.32  -2.63  -4.28  -0.187
H  2.22  -3.16  -2.39  0.104
H  0.56  -2.60  -2.23  0.046
C  2.57  -2.29  -5.10  -0.210
H  1.02  -3.67  -4.47  0.111
H  0.49  -1.99  -4.62  0.116
C  3.18  -0.94  -4.72  -0.203
H  3.32  -3.08  -4.95  0.109
H  2.32  -2.29  -6.17  0.102
C  3.38  -0.80  -3.20  -0.216
H  4.15  -0.81  -5.22  0.105
H  2.53  -0.13  -5.06  0.113
H  4.09  -1.57  -2.87  0.101
H  3.83  0.17  -2.99  0.075
C  2.80  1.13  -0.57  -0.405
C  4.12  -2.34  -0.41  -0.215
H  3.49  -0.91  1.07  0.101
C  5.07  -3.11  0.52  -0.202
H  3.67  -3.04  -1.12  0.101
H  4.71  -1.62  -0.99  0.085
C  4.32  -4.06  1.46  -0.213
H  5.79  -3.66  -0.09  0.105
H  5.64  -2.38  1.11  0.109
C  3.18  -3.37  2.21  -0.192
H  3.93  -4.90  0.87  0.112
H  5.03  -4.49  2.18  0.099
C  2.23  -2.59  1.28  -0.269
H  2.61  -4.11  2.78  0.109
H  3.61  -2.67  2.93  0.108
H  1.65  -3.29  0.67  0.038
H  1.45  -2.01  1.82  0.019
C  2.44  2.10  -1.71  -0.218
H  2.39  1.53  0.38  0.118
C  2.96  3.51  -1.40  -0.196
H  2.87  1.75  -2.66  0.103
H  1.35  2.14  -1.89  0.080
C  4.48  3.53  -1.19  -0.207
H  2.68  4.19  -2.20  0.108
H  2.46  3.87  -0.48  0.116
C  4.95  2.46  -0.20  -0.198
H  4.98  3.37  -2.16  0.111
H  4.79  4.52  -0.83  0.103
C  4.34  1.07  -0.43  -0.207
H  6.05  2.38  -0.23  0.107
H  4.69  2.78  0.82  0.113
H  4.78  0.63  -1.34  0.100
H  4.65  0.43  0.41  0.097
C  -0.78  1.53  -0.68  -0.192
C  -1.45  0.94  0.35  -0.470
H  0.20  2.00  -0.52  0.069
C  -1.92  2.01  1.36  -0.174
H  -2.41  0.32  0.18  0.107
C  -2.86  3.04  0.63  -0.181
H  -2.42  1.49  2.19  0.103
H  -1.04  2.52  1.80  0.103
C  -2.36  3.49  -0.77  -0.188
H  -3.83  2.52  0.50  0.085
H  -3.06  3.92  1.28  0.101
C  -1.65  2.39  -1.65  -0.161
H  -3.16  3.96  -1.36  0.097
H  -1.58  4.26  -0.57  0.100
H  -2.41  1.69  -2.07  0.101
H  -1.10  2.83  -2.54  0.104
O  -4.65  -3.70  0.26  0.042
C  -5.04  -2.43  0.42  -0.267
C  -6.06  -2.11  1.35  -0.021
C  -6.53  -0.80  1.42  -0.110
C  -6.03  0.19  0.56  -0.114
C  -4.99  -0.11  -0.32  -0.049
C  -4.46  -1.40  -0.38  -0.070
C  -3.27  -1.83  -1.20  -0.572
O  -3.37  -2.90  -1.84  -0.004
O  -2.20  -1.09  -1.17  -0.231
H  -4.09  -3.70  -0.59  0.089
H  -6.44  -2.90  1.99  0.109
H  -7.31  -0.55  2.15  0.094
H  -6.44  1.20  0.59  0.089
H  -4.59  0.65  -1.00  0.111

Calculated values
DFT total energy: -85063.97126 eV
HOMO-LUMO gap (spin up / spin down): 6.08 / 5.79 eV
net charge: -1
<S²>: 0.84
multiplicity: 2



Record 2
This record from the Open Molecules 2025 dataset describes a gas-phase ion, C3H6BrN2 (charge +1) at a distorted geometry. The level of theory is wB97M-V/def2-TZVPD.

Last column: Löwdin charge in e.
Atoms and positions in Å:
C  -0.08  1.68  0.25  -0.214
C  -0.96  -0.58  0.48  -0.141
C  1.13  1.41  -0.47  -0.521
N  -0.95  0.92  0.61  0.255
N  0.36  -0.97  -0.03  0.067
Br  2.89  1.90  0.11  0.780
H  -0.02  2.71  0.67  0.167
H  -1.33  -0.94  1.40  0.121
H  -1.78  -0.73  -0.20  0.129
H  0.99  1.23  -1.56  0.094
H  1.05  -1.21  0.66  0.098
H  0.43  -1.72  -0.80  0.165

Calculated values
DFT total energy: -76218.95656 eV
HOMO-LUMO gap (spin up / spin down): 8.79 / 6.69 eV
net charge: +1
<S²>: 2.02
multiplicity: 3



Record 3
This record from the Open Molecules 2025 dataset describes a gas-phase ion, C4H5N2O2S (charge -1) at a distorted geometry. The level of theory is wB97M-V/def2-TZVPD.

Last column: Löwdin charge in e.
Atoms and positions in Å:
C  1.46  1.35  0.16  -0.477
C  2.41  -0.75  -0.22  -0.819
C  -0.04  0.27  0.45  -0.540
C  -2.17  -0.36  -0.16  -0.171
N  2.42  0.53  -0.15  0.069
N  -1.08  0.54  -0.45  -0.124
O  1.28  2.53  0.26  0.014
O  3.28  -1.48  -0.57  -0.028
S  0.76  -1.45  0.55  0.747
H  -0.26  0.32  1.53  0.057
H  -3.01  -0.24  -0.68  0.018
H  -1.91  -1.38  -0.28  0.030
H  -2.44  -0.43  0.94  0.106
H  -0.70  0.56  -1.39  0.118

Calculated values
DFT total energy: -22140.17219 eV
HOMO-LUMO gap: 7.87 eV
net charge: -1
SMILES: CN[C@H]1SC([O-])=NC1=O



Record 4
This record from the Open Molecules 2025 dataset describes a molecular structure, C19H10ClIrN4O2S. The level of theory is wB97M-V/def2-TZVPD.

Last column: Löwdin charge in e.
Atoms and positions in Å:
Ir  -0.34  -0.28  -1.08  1.314
S  1.45  6.64  0.91  1.154
N  0.03  5.89  0.95  -0.180
C  0.23  4.66  0.50  -0.290
C  -0.79  3.64  0.36  -0.042
C  -2.15  3.77  0.65  0.085
C  -2.99  2.70  0.44  0.020
C  -2.48  1.50  -0.05  -0.059
N  -1.18  1.37  -0.33  -0.086
C  -0.35  2.42  -0.13  -0.134
C  1.01  2.17  -0.49  -0.134
N  1.24  0.92  -0.97  -0.086
C  2.47  0.60  -1.37  -0.059
C  3.52  1.51  -1.29  0.020
C  3.30  2.78  -0.79  0.085
C  2.01  3.13  -0.38  -0.042
C  1.58  4.42  0.14  -0.290
N  2.37  5.46  0.32  -0.180
H  -2.53  4.71  1.03  0.149
H  -4.05  2.76  0.65  0.137
H  -3.12  0.64  -0.23  0.130
H  2.62  -0.40  -1.76  0.130
H  4.50  1.21  -1.62  0.137
H  4.10  3.51  -0.73  0.149
Cl  -1.20  -7.89  0.84  1.091
C  -0.90  -6.28  0.87  -0.532
C  -0.48  -5.65  2.08  -0.010
C  -0.24  -4.33  2.07  0.151
C  -0.42  -3.50  0.83  -0.265
O  -0.20  -2.31  0.87  0.130
C  -0.86  -4.20  -0.41  -0.039
C  -1.07  -3.49  -1.71  -0.080
O  -0.91  -2.30  -1.89  -0.046
C  -1.09  -5.53  -0.38  0.045
H  -0.36  -6.26  2.97  0.149
H  0.08  -3.79  2.95  0.162
H  -1.40  -4.12  -2.54  0.169
H  -1.42  -6.08  -1.25  0.149

Calculated values
DFT total energy: -56086.62686 eV
HOMO-LUMO gap (spin up / spin down): 3.52 / 3.53 eV
net charge: +3
<S²>: 0.75
multiplicity: 2



Record 5
This record from the Open Molecules 2025 dataset describes 2 unconnected molecules or ions with the total composition C5H16N2O at a distorted geometry. The level of theory is wB97M-V/def2-TZVPD.

Last column: Löwdin charge in e.
Atoms and positions in Å:
C  0.08  -0.13  0.17  -0.108
N  -1.29  0.37  0.37  -0.074
C  -2.31  -0.58  -0.12  0.020
C  -1.59  0.83  1.71  -0.002
C  0.57  0.30  -1.26  -0.427
C  0.59  1.83  -1.27  -0.037
N  1.82  -0.32  -1.49  0.080
H  0.05  -1.22  0.24  0.139
H  0.70  0.23  0.99  0.135
H  -3.27  -0.08  -0.11  0.114
H  -1.94  -0.94  -1.09  0.105
H  -2.22  -1.52  0.44  0.131
H  -2.65  0.88  1.94  0.111
H  -1.07  1.73  2.02  0.122
H  -1.16  0.07  2.36  0.125
H  -0.25  0.09  -1.95  0.132
H  -0.41  2.17  -1.01  0.075
H  1.29  2.25  -0.55  0.095
H  0.87  2.22  -2.25  0.092
H  2.54  0.21  -1.90  0.080
H  1.71  -1.17  -2.03  0.097
H  2.80  -2.79  0.91  0.029
H  2.18  -1.99  2.10  0.008
O  2.96  -2.44  1.79  -0.043

Calculated values
DFT total energy: -10463.31318 eV
HOMO-LUMO gap (spin up / spin down): 10.71 / 5.98 eV
net charge: +1
<S²>: 0.75
multiplicity: 2



Record 6
This record from the Open Molecules 2025 dataset describes a molecular structure, C31H55As3ClN2O11SSeTi. The level of theory is wB97M-V/def2-TZVPD.

Last column: Löwdin charge in e.
Atoms and positions in Å:
Ti  0.69  -0.12  1.06  0.991
Cl  -1.17  4.79  6.75  0.615
C  -1.31  4.11  5.15  -0.675
C  -2.59  4.17  4.50  -0.103
C  -2.76  3.67  3.26  -0.001
C  -1.67  3.06  2.51  -0.355
O  -1.84  2.67  1.35  -0.027
C  -0.40  2.97  3.22  -0.107
C  0.71  2.30  2.74  -0.155
O  0.83  1.71  1.61  -0.186
C  -0.27  3.52  4.54  -0.066
H  -3.41  4.63  5.03  0.099
H  -3.73  3.71  2.77  0.110
H  1.59  2.25  3.39  0.113
H  0.69  3.45  5.05  0.118
C  -2.41  3.53  -1.54  -0.320
As  -0.99  2.18  -1.61  1.169
C  0.36  3.41  -2.32  -0.304
C  -1.40  1.37  -3.38  -0.364
C  -2.42  0.22  -3.40  -0.654
C  -3.77  0.74  -2.90  -0.075
C  -1.96  -1.01  -2.59  -0.319
As  -1.56  -1.03  -0.65  1.153
C  -3.21  -0.40  0.18  -0.279
C  -1.87  -2.95  -0.44  -0.277
C  -2.52  -0.21  -4.88  -0.388
As  -3.84  -1.46  -5.70  1.113
C  -5.44  -0.32  -5.71  -0.360
C  -4.43  -2.70  -4.30  -0.366
H  -2.64  3.91  -2.54  0.023
H  -2.04  4.34  -0.91  0.020
H  -3.31  3.14  -1.07  0.008
H  -0.05  3.96  -3.18  0.027
H  1.27  2.89  -2.62  0.003
H  0.62  4.12  -1.53  0.014
H  -0.44  1.02  -3.78  0.068
H  -1.75  2.17  -4.04  0.074
H  -3.69  1.14  -1.90  0.039
H  -4.52  -0.06  -2.89  0.059
H  -4.13  1.54  -3.56  0.093
H  -1.05  -1.42  -3.05  0.073
H  -2.73  -1.78  -2.70  0.030
H  -4.08  -0.66  -0.41  0.027
H  -3.15  0.67  0.35  0.009
H  -3.28  -0.88  1.16  0.015
H  -2.84  -3.23  -0.88  0.029
H  -1.87  -3.22  0.61  -0.001
H  -1.08  -3.52  -0.93  0.031
H  -1.55  -0.62  -5.18  0.056
H  -2.66  0.68  -5.50  0.062
H  -5.22  0.59  -6.26  0.014
H  -5.79  -0.07  -4.71  0.005
H  -6.23  -0.85  -6.24  0.008
H  -3.63  -3.38  -4.03  0.012
H  -5.24  -3.28  -4.73  0.012
H  -4.81  -2.20  -3.40  0.008
O  0.60  -2.23  3.51  -0.281
Se  -1.12  -1.76  3.12  1.196
O  -1.63  -1.31  4.57  -0.527
O  -0.81  -0.29  2.25  -0.630
O  -0.17  -4.71  1.94  -0.097
C  3.35  4.39  1.16  -0.243
S  3.21  3.14  -0.13  0.787
C  4.22  1.91  0.69  -0.238
O  4.00  3.64  -1.29  -0.556
H  4.41  4.63  1.30  0.056
H  2.92  4.01  2.08  0.044
H  2.81  5.27  0.82  0.050
H  5.21  2.33  0.84  0.066
H  4.27  1.06  0.01  0.026
H  3.76  1.61  1.63  0.033
C  4.49  -1.85  1.15  -0.071
C  3.65  -3.09  1.42  -0.154
C  2.63  -3.13  2.60  -0.242
C  2.17  -4.61  2.67  -0.089
C  0.74  -5.00  3.00  -0.245
C  3.38  -2.75  3.88  -0.390
O  4.00  -3.54  4.56  0.083
N  3.39  -1.41  4.19  0.211
C  2.86  -0.35  3.42  -0.527
O  3.24  0.79  3.68  0.023
N  2.03  -0.72  2.45  0.062
C  1.52  -2.08  2.43  -0.644
O  0.86  -2.11  1.22  -0.270
H  5.23  -2.10  0.39  0.079
H  5.03  -1.51  2.03  0.083
H  3.88  -1.03  0.77  0.043
H  4.32  -3.94  1.60  0.122
H  3.06  -3.34  0.53  0.105
H  2.84  -5.10  3.38  0.118
H  2.37  -5.06  1.69  0.120
H  0.41  -4.54  3.94  0.111
H  0.71  -6.08  3.13  0.116
H  0.08  -3.86  1.55  0.022
H  3.97  -1.13  4.97  0.160
C  1.80  -1.89  -1.94  -0.041
C  1.72  -0.37  -1.85  -0.523
C  2.94  0.29  -2.47  -0.040
O  1.58  0.04  -0.51  -0.331
H  1.83  -2.21  -2.99  0.086
H  0.95  -2.35  -1.45  0.046
H  2.70  -2.23  -1.44  0.075
H  0.82  -0.03  -2.39  0.084
H  3.85  -0.08  -2.00  0.081
H  2.91  1.37  -2.36  0.046
H  2.99  0.05  -3.54  0.086

Calculated values
DFT total energy: -352882.61571 eV
HOMO-LUMO gap: 7.54 eV
net charge: -1



Record 7
This record from the Open Molecules 2025 dataset describes 2 unconnected molecules or ions with the total composition C5H10NO2 at a distorted geometry. The level of theory is wB97M-V/def2-TZVPD.

Last column: Löwdin charge in e.
Atoms and positions in Å:
C  -2.02  -1.81  -1.15  -0.041
C  -1.52  -1.06  -0.15  -0.233
N  -2.24  -0.15  0.68  -0.119
C  -1.55  1.04  1.01  -0.161
H  -3.05  -1.80  -1.43  0.013
H  -1.38  -2.60  -1.58  0.033
H  -0.47  -1.08  0.12  0.085
H  -3.20  0.02  0.39  0.102
H  -2.29  1.77  1.37  0.078
H  -0.94  0.89  1.90  0.062
H  -0.81  1.32  0.25  0.067
O  1.25  -0.11  -1.00  -0.106
C  1.90  0.60  -0.18  -0.755
O  1.41  1.38  0.71  -0.128
C  3.42  0.44  -0.22  -0.074
H  3.92  1.22  0.42  0.067
H  3.73  -0.57  0.11  0.056
H  3.84  0.49  -1.24  0.054

Calculated values
DFT total energy: -10932.73163 eV
HOMO-LUMO gap: 8.26 eV
net charge: -1



Record 8
This record from the Open Molecules 2025 dataset describes C4H5NO in the gas phase at a distorted geometry. The level of theory is wB97M-V/def2-TZVPD.

Last column: Löwdin charge in e.
Atoms and positions in Å:
C  0.29  -0.29  -0.02  -0.408
C  -2.06  0.60  0.17  -0.061
C  -1.28  -0.48  0.16  -0.102
C  2.16  -0.05  -0.13  -0.089
N  1.23  -1.18  0.05  0.179
O  0.99  0.80  -0.29  0.045
H  -3.08  0.33  0.06  0.029
H  -1.87  1.67  0.31  0.069
H  -1.68  -1.54  0.04  0.114
H  2.62  0.10  0.74  0.082
H  2.70  0.04  -1.08  0.141

Calculated values
DFT total energy: -7759.38704 eV
HOMO-LUMO gap (spin up / spin down): 6.30 / 6.49 eV
<S²>: 2.01
multiplicity: 3



Question: Among the records above, which one has the lowest DFT total energy?
Answer: C31H55As3ClN2O11SSeTi



Question: The highest DFT total energy belongs to which entry?
Answer: C4H5NO